[1]
Formula: C43H85F5IN12O11
Source: the OMol25 dataset
Level of theory: ωB97M-V with the def2-TZVPD basis set

Positions of all 157 atoms, in Å:
C (-0.0895, -3.2312, -2.1989)
C (0.8762, -3.7990, -3.2345)
N (2.3003, -3.7254, -2.7809)
C (2.8893, -2.4680, -3.2613)
C (3.6563, -1.6997, -2.1377)
N (3.0409, -0.3947, -1.7877)
C (2.2312, -0.3598, -0.7439)
C (1.8438, -1.5796, 0.0788)
O (0.4808, -1.4278, 0.3957)
C (0.2386, -1.7410, 1.7883)
C (1.6639, 0.8071, -0.3295)
C (1.9432, 1.9644, -0.9839)
I (1.0769, 3.7332, -0.2789)
C (2.7865, 1.9094, -2.1126)
C (3.0661, 3.2473, -2.7943)
N (1.9027, 3.6962, -3.5784)
C (3.3065, 0.7283, -2.5114)
C (4.1824, 0.7315, -3.7542)
F (3.6435, 1.4694, -4.7414)
F (4.3994, -0.4595, -4.3397)
C (5.6319, 1.3605, -3.4677)
F (5.7464, 1.8433, -2.2348)
F (6.5373, 0.3769, -3.5834)
F (5.9423, 2.2544, -4.3874)
C (3.0114, -4.7935, -3.5087)
C (4.0000, -5.6275, -2.7134)
O (2.8446, -4.9788, -4.6960)
H (-1.1134, -3.5052, -2.5006)
H (0.0603, -3.6566, -1.2048)
H (-0.0640, -2.1385, -2.1255)
H (0.6385, -4.8504, -3.3827)
H (0.7048, -3.2845, -4.1865)
H (3.6042, -2.6028, -4.0752)
H (2.1369, -1.7780, -3.6584)
H (3.7465, -2.3772, -1.2940)
H (4.6851, -1.4885, -2.4240)
H (2.4494, -1.6771, 0.9877)
H (1.9269, -2.5098, -0.4953)
H (-0.8287, -1.8347, 1.9737)
H (0.6198, -0.9000, 2.3855)
H (0.7368, -2.6706, 2.0774)
H (0.9940, 0.8222, 0.5170)
H (3.2939, 3.9396, -1.9755)
H (3.9712, 3.2224, -3.3940)
H (1.1259, 3.0707, -3.4025)
H (1.6465, 4.6070, -3.2119)
H (3.8617, -6.6634, -3.0212)
H (3.8532, -5.4891, -1.6452)
H (5.0022, -5.3195, -3.0250)
C (1.3445, -0.4988, 5.3362)
O (0.8164, -0.6956, 4.2515)
N (1.7745, 0.6933, 5.7711)
C (2.3941, 0.8629, 7.0731)
C (1.6122, 1.8540, 4.9085)
H (1.5096, -1.3124, 6.0599)
H (1.8090, 1.5658, 7.6680)
H (3.4056, 1.2538, 6.9496)
H (2.4438, -0.0888, 7.5975)
H (0.5553, 2.0019, 4.6841)
H (2.1436, 1.6894, 3.9694)
H (2.0069, 2.7394, 5.3995)
C (-2.2559, 3.8616, 1.6917)
O (-1.8585, 3.8830, 2.8431)
N (-3.2850, 3.1309, 1.2366)
C (-3.6927, 3.1620, -0.1547)
C (-4.0147, 2.2812, 2.1700)
H (-1.7773, 4.4692, 0.9018)
H (-4.7273, 3.5030, -0.2267)
H (-3.6172, 2.1598, -0.5819)
H (-3.0568, 3.8388, -0.7235)
H (-4.4363, 2.8945, 2.9661)
H (-3.3302, 1.5558, 2.6131)
H (-4.8144, 1.7596, 1.6508)
C (3.8585, -8.2849, -0.1335)
O (3.8919, -7.1243, 0.2385)
N (2.7335, -8.9577, -0.4203)
C (2.7498, -10.3408, -0.8585)
C (1.4557, -8.2704, -0.2839)
H (4.7735, -8.8861, -0.2647)
H (2.2936, -10.4178, -1.8473)
H (2.1845, -10.9548, -0.1554)
H (3.7713, -10.7117, -0.9103)
H (1.4370, -7.3972, -0.9378)
H (1.3269, -7.9300, 0.7444)
H (0.6436, -8.9419, -0.5498)
C (1.5957, -5.5029, 4.1634)
O (0.8809, -5.8164, 3.2300)
N (2.9371, -5.6115, 4.1758)
C (3.7328, -5.2176, 5.3209)
C (3.6023, -6.1438, 2.9949)
H (1.1851, -5.0905, 5.1015)
H (4.4341, -4.4325, 5.0291)
H (4.2944, -6.0771, 5.6921)
H (3.0934, -4.8426, 6.1179)
H (3.3730, -5.5191, 2.1339)
H (3.2363, -7.1489, 2.7937)
H (4.6780, -6.1715, 3.1499)
C (-7.1864, 4.7818, 3.9346)
O (-6.4205, 3.8335, 4.0129)
N (-6.9342, 5.9172, 3.2634)
C (-7.8903, 7.0078, 3.2135)
C (-5.6648, 6.0519, 2.5695)
H (-8.1715, 4.7781, 4.4222)
H (-8.1693, 7.2041, 2.1762)
H (-7.4431, 7.9074, 3.6403)
H (-8.7838, 6.7541, 3.7801)
H (-5.5662, 5.2580, 1.8263)
H (-4.8433, 5.9576, 3.2819)
H (-5.6114, 7.0199, 2.0775)
C (0.8745, 7.9931, -0.9106)
O (0.2083, 7.0553, -1.3173)
N (0.8832, 8.4349, 0.3574)
C (1.6988, 9.5602, 0.7772)
C (0.0468, 7.7631, 1.3398)
H (1.5391, 8.5683, -1.5755)
H (2.3952, 9.2390, 1.5538)
H (1.0583, 10.3488, 1.1753)
H (2.2641, 9.9548, -0.0642)
H (0.3307, 6.7114, 1.4096)
H (-0.9975, 7.8163, 1.0308)
H (0.1632, 8.2343, 2.3118)
C (-8.3888, 3.9644, 6.8184)
O (-9.2332, 4.8332, 6.6794)
N (-8.6345, 2.7057, 7.2177)
C (-7.5766, 1.7245, 7.3561)
C (-10.0036, 2.3209, 7.5178)
H (-7.3223, 4.1526, 6.6180)
H (-7.7717, 0.8789, 6.6938)
H (-7.5378, 1.3696, 8.3883)
H (-6.6162, 2.1634, 7.0947)
H (-10.6270, 2.4622, 6.6342)
H (-10.3951, 2.9504, 8.3176)
H (-10.0373, 1.2786, 7.8247)
C (-1.6139, -5.7000, -4.5495)
O (-1.9147, -5.3078, -3.4375)
N (-2.2028, -6.7073, -5.2123)
C (-1.7765, -7.1106, -6.5394)
C (-3.3035, -7.4142, -4.5759)
H (-0.7944, -5.2282, -5.1199)
H (-2.6075, -7.0059, -7.2391)
H (-1.4546, -8.1534, -6.5202)
H (-0.9486, -6.4909, -6.8775)
H (-4.1092, -6.7143, -4.3534)
H (-2.9633, -7.8550, -3.6383)
H (-3.6718, -8.1967, -5.2340)
C (1.2917, 4.8880, -8.4092)
O (0.3107, 4.5079, -7.8013)
N (2.5657, 4.6537, -8.0364)
C (3.6970, 5.1337, -8.8046)
C (2.8019, 3.8924, -6.8208)
H (1.2132, 5.4721, -9.3419)
H (4.3061, 4.2879, -9.1308)
H (4.3074, 5.7959, -8.1866)
H (3.3566, 5.6822, -9.6804)
H (2.3422, 2.9072, -6.9159)
H (2.3451, 4.4014, -5.9749)
H (3.8709, 3.7822, -6.6487)

Force components x, y, z for each atom (eV/Å):
C -0.5 0.0 -0.2
C -0.6 0.0 0.8
N -0.1 -0.1 -1.5
C 0.6 1.0 0.7
C 0.6 -0.7 -0.8
N 0.6 -1.0 -0.3
C -0.4 -1.1 1.1
C -0.7 -0.7 -0.6
O 0.0 -0.3 0.4
C 0.3 0.8 0.0
C -0.7 1.1 0.6
C 0.0 0.3 -0.1
I 0.1 -0.2 -0.1
C -0.3 2.3 0.0
C 0.1 -0.3 0.2
N 0.6 0.0 0.6
C -0.1 -0.6 -0.3
C 1.2 0.5 -0.7
F -0.6 0.2 0.3
F -0.2 -0.2 0.4
C 0.4 -1.4 -0.5
F -0.2 0.4 -0.1
F -0.1 -0.1 0.3
F -0.2 0.5 0.3
C 0.4 -0.4 -0.6
C -0.6 0.6 -0.2
O -0.1 0.2 1.0
H 0.5 0.2 0.1
H 0.1 0.0 -0.1
H 0.2 0.0 0.0
H 0.0 0.0 0.1
H 0.3 -0.2 -0.1
H -0.2 -0.3 0.0
H -0.2 -0.3 0.0
H -0.3 0.5 0.3
H -0.1 0.0 -0.1
H 0.2 0.3 -0.1
H 0.3 0.1 0.0
H 0.0 0.0 -0.3
H -0.2 -0.6 -0.3
H -0.1 0.0 -0.1
H 0.0 -0.3 0.0
H -0.1 0.0 -0.1
H -0.2 0.0 -0.2
H -0.2 0.2 -0.2
H -0.3 0.0 -0.3
H 0.1 0.0 0.1
H 0.2 -0.2 0.0
H 0.0 -0.1 0.1
C -0.1 0.0 0.0
O 0.2 0.2 0.7
N 0.1 0.0 0.1
C -0.1 0.2 -0.2
C -0.2 -0.2 -0.1
H 0.0 0.0 0.0
H 0.1 0.0 0.1
H 0.0 0.0 0.1
H 0.0 0.0 0.0
H 0.0 0.1 -0.1
H 0.0 0.1 0.0
H 0.0 0.0 0.1
C 0.0 0.1 0.0
O 0.1 -0.1 0.0
N 0.0 0.0 -0.2
C 0.0 -0.1 0.2
C 0.2 0.2 0.2
H -0.1 0.0 -0.1
H 0.0 0.0 -0.1
H -0.1 0.0 -0.1
H 0.0 0.0 0.0
H -0.1 -0.1 0.0
H -0.1 0.0 0.0
H 0.0 0.1 -0.1
C 0.0 -0.1 0.0
O 0.1 0.1 -0.1
N 0.0 -0.1 -0.1
C -0.2 0.2 0.0
C 0.2 0.1 0.1
H 0.0 0.0 0.0
H 0.0 -0.1 0.0
H 0.0 -0.1 -0.1
H 0.0 0.1 0.0
H -0.1 0.0 0.0
H -0.1 0.1 0.0
H 0.1 0.0 0.0
C -0.1 0.0 0.1
O 0.1 0.0 -0.1
N 0.1 0.1 0.2
C 0.0 -0.1 -0.3
C -0.3 0.1 0.1
H 0.0 0.0 0.0
H 0.1 0.0 0.1
H 0.1 0.1 0.1
H 0.0 0.0 0.0
H 0.0 -0.1 -0.1
H 0.1 0.0 -0.1
H 0.0 0.0 0.1
C -0.2 -0.1 0.0
O 0.1 0.0 0.0
N 0.0 0.1 0.0
C 0.2 0.0 -0.1
C 0.0 -0.2 0.2
H 0.0 0.1 0.0
H -0.1 0.1 0.0
H -0.1 0.1 0.0
H 0.0 -0.1 0.0
H 0.1 0.0 0.0
H 0.1 0.0 -0.1
H -0.1 0.0 0.0
C 0.0 0.1 -0.1
O 0.1 -0.2 0.1
N 0.1 0.1 0.0
C -0.2 -0.2 0.1
C 0.0 -0.1 -0.3
H 0.0 0.0 0.0
H 0.0 0.1 0.0
H 0.1 0.1 0.0
H 0.0 0.0 0.0
H -0.1 0.0 0.1
H 0.0 -0.1 0.1
H 0.0 0.0 0.0
C 0.2 0.1 0.1
O -0.1 -0.1 -0.1
N 0.1 -0.1 0.0
C -0.3 0.0 0.0
C 0.0 0.2 -0.1
H 0.0 -0.1 0.0
H 0.1 0.0 0.0
H 0.1 -0.1 0.0
H 0.0 0.0 0.0
H -0.1 0.0 0.1
H -0.1 0.0 0.0
H 0.1 0.0 0.0
C 0.2 0.1 -0.3
O -0.3 -0.3 0.1
N 0.0 0.0 0.0
C -0.2 -0.1 0.2
C 0.1 0.2 0.1
H 0.0 -0.1 -0.1
H 0.1 0.0 -0.1
H 0.0 0.0 -0.1
H 0.0 0.0 0.1
H 0.0 -0.1 0.0
H -0.1 0.0 0.0
H 0.1 0.0 0.0
C -0.1 0.1 -0.1
O 0.1 -0.1 0.1
N 0.2 0.1 -0.1
C -0.1 -0.2 0.3
C -0.2 0.1 -0.2
H 0.0 0.0 0.0
H 0.1 0.1 -0.1
H 0.1 0.0 -0.1
H 0.0 0.0 0.0
H 0.0 0.0 0.1
H 0.0 -0.1 0.1
H 0.0 0.0 -0.1

Calculated values
* orbital gap: 6.7 eV
* HOMO level: -10.234 eV
* F_max: 2.32 eV/A
* net charge: +1
* calculated total energy: -3970.92804 Ha



[2]
Formula: C6H13NO
Source: the OMol25 dataset
Level of theory: ωB97M-V with the def2-TZVPD basis set

Positions of all 21 atoms, in Å:
C (-2.5559, 0.5013, 1.0267)
C (-1.2359, 1.1428, 1.3971)
C (-0.0954, 3.1541, 1.1728)
N (-1.1273, 2.5070, 0.8693)
H (-2.5572, -0.5503, 1.3111)
H (-3.3814, 0.9778, 1.5564)
H (-2.7473, 0.5858, -0.0409)
H (-0.3989, 0.5491, 1.0186)
H (-1.1208, 1.1630, 2.4831)
H (0.7084, 2.7232, 1.7806)
H (0.0493, 4.1516, 0.7704)
C (2.0933, -0.3762, -0.9956)
C (1.8097, -1.6090, -1.3805)
O (2.8332, -2.4249, -1.7905)
C (0.4634, -2.2505, -1.3459)
H (1.3084, 0.2803, -0.6553)
H (3.1137, -0.0292, -1.0114)
H (2.4765, -3.2266, -2.1850)
H (-0.3055, -1.5270, -1.0967)
H (0.2217, -2.7136, -2.3036)
H (0.4481, -3.0286, -0.5806)

Force components x, y, z for each atom (eV/Å):
C -0.1 0.0 0.2
C 0.1 0.1 0.0
C 0.2 -0.2 -0.2
N -0.3 -0.1 0.0
H 0.0 -0.1 0.0
H 0.0 0.1 -0.1
H 0.0 0.0 -0.1
H 0.0 0.0 -0.1
H 0.0 0.0 0.1
H 0.0 0.1 0.1
H 0.0 0.1 0.1
C -0.1 0.1 0.1
C 0.1 -0.2 0.0
O 0.0 -0.1 -0.1
C 0.0 0.0 0.1
H 0.0 0.0 0.0
H 0.1 0.1 0.0
H 0.0 0.0 0.1
H -0.1 0.1 0.0
H -0.1 0.0 -0.1
H 0.0 -0.1 0.0

Calculated values
* orbital gap: 9.7 eV
* SMILES: C=C(C)O.C=NCC
* relative energy (zero: lowest compared OMol25 entry of this formula, charge and spin): 53.2 kcal per mole
* HOMO level: -8.879 eV
* F_max: 0.33 eV/A
* calculated total energy: -366.34914 Ha



[3]
Formula: C2H8CsO2
Source: the OMol25 dataset
Level of theory: ωB97M-V with the def2-TZVPD basis set

Positions of all 13 atoms, in Å:
Cs (0.5623, 2.0409, -1.1000)
C (0.7708, -1.2330, -2.4866)
O (-0.3052, -0.4271, -2.8596)
H (1.2828, -0.7676, -1.6445)
H (0.3244, -2.1181, -2.0333)
H (1.4366, -1.5468, -3.2906)
H (-0.8032, -0.9383, -3.5016)
C (-0.7800, 0.6704, 3.0563)
O (0.0022, 0.8249, 1.8601)
H (-0.1466, 0.6274, 3.9424)
H (-1.4986, 1.4836, 3.1587)
H (-1.2636, -0.3062, 3.0343)
H (0.4181, 1.6901, 1.8646)

Force components x, y, z for each atom (eV/Å):
Cs -0.2 -0.2 -0.2
C -0.2 -1.4 1.2
O -0.3 1.1 -0.6
H 0.4 0.2 -0.3
H 0.4 -0.5 0.0
H 0.1 0.4 0.0
H -0.3 0.3 -0.1
C 0.3 -0.2 0.3
O -0.1 0.0 -0.5
H 0.2 0.3 0.0
H -0.1 -0.2 0.0
H -0.2 0.2 -0.4
H 0.0 0.0 0.6

Calculated values
* orbital gap: 10.6 eV
* relative energy (zero: lowest compared OMol25 entry of this formula, charge and spin): 23.6 kcal per mole
* HOMO level: -14.193 eV
* F_max: 1.81 eV/A
* net charge: +1
* calculated total energy: -251.38604 Ha